This record from the OMol25 dataset describes a molecular structure, C28H46AsCoGeN4OS. The level of theory is wB97M-V/def2-TZVPD.

```
83
C28H46AsCoGeN4OS | the OMol25 dataset | wB97M-V/def2-TZVPD
As 2.225 -2.242 0.525
Ge -1.243 1.179 1.761
Co 1.750 0.111 -0.003
S -0.162 -0.088 -2.512
O 0.828 1.540 1.504
N 2.234 2.549 3.051
N 1.201 0.497 -1.786
N 5.249 0.883 0.908
N 3.007 1.228 1.268
C -4.127 2.480 1.026
C 0.241 1.664 -6.107
C -0.910 2.449 -6.148
C -2.059 2.741 2.523
C 4.576 2.213 2.787
C 0.873 -4.171 -4.165
C -0.449 -3.811 -3.930
C -1.563 1.667 -3.973
C -2.168 -1.179 3.314
C 2.001 1.784 1.968
C -1.809 2.452 -5.091
C -0.410 0.892 -3.950
C 1.120 3.172 3.789
C -3.293 -1.500 1.039
C 0.888 -3.581 0.139
C -0.747 -2.558 -3.411
C -5.648 2.390 0.986
C 0.300 -1.685 -3.143
C 3.823 -2.935 -0.317
C 2.603 -2.557 2.396
C -3.595 2.623 2.448
C 3.536 2.754 3.445
C -0.929 -0.412 2.803
C 4.289 1.427 1.637
C 0.501 0.870 -5.005
C 1.625 -2.026 -3.367
C -2.758 -2.159 2.305
C 1.906 -3.284 -3.885
H 3.875 -4.002 -0.105
H -2.260 1.652 -3.144
H -6.008 1.530 1.554
H 4.705 -2.453 0.104
H -1.110 3.055 -7.022
H -1.722 2.850 3.552
H 1.378 0.236 -4.979
H -6.014 2.295 -0.036
H 1.369 -4.557 0.176
H 2.414 -1.315 -3.159
H -2.001 -2.906 2.046
H -1.263 1.049 0.244
H -3.704 1.584 0.551
H 6.220 1.051 1.125
H -3.783 3.329 0.426
H 3.467 -1.971 2.709
H -2.943 -0.480 3.645
H 5.590 2.391 3.113
H 1.588 1.272 -2.313
H -3.849 -2.208 0.426
H 0.427 2.404 4.117
H 3.797 -2.782 -1.392
H -1.705 3.598 1.944
H 0.454 -3.423 -0.846
H -1.776 -2.270 -3.227
H 1.098 -5.146 -4.576
H -1.250 -4.503 -4.152
H 1.743 -2.292 3.009
H 0.107 -3.537 0.898
H -1.868 -1.728 4.208
H -4.011 3.527 2.898
H 5.041 0.418 0.039
H 2.931 -3.568 -4.088
H -0.338 -0.055 3.653
H -3.985 -0.689 1.285
H -6.097 3.285 1.417
H -3.942 1.792 3.069
H -2.493 -1.100 0.405
H 2.824 -3.614 2.530
H 0.928 1.663 -6.942
H 0.615 3.900 3.158
H 1.526 3.670 4.664
H 3.667 3.375 4.320
H -0.282 -1.062 2.204
H -2.703 3.059 -5.137
H -3.565 -2.705 2.794
```

Properties
Spin multiplicity: 4
LUMO energy (spin up / spin down): -8.258 / -8.945 eV
Charge: +3
Energy above the lowest of the compared OMol25 structures with the same formula, charge and spin: 0.585 eV
Max |F|: 0.44 eV Å⁻¹